# 1
The following is a quantum chemistry calculation of a single C9H9FN2O2 molecule in a non-equilibrium geometry, from the Open Molecules 2025 dataset.

```
! RIJCOSX wB97M-V def2-TZVPD def2/J DEFGRID3
* xyz 0 1
C -2.9802 -0.8037 1.0020
C -2.3198 -0.7009 -0.3497
N -2.4022 0.3049 -1.1833
F -3.0997 1.3838 -0.6167
O -1.6052 -1.7527 -0.6969
N -1.1301 -1.6856 -2.1682
O -1.8368 -2.2827 -2.9232
C -0.0465 -0.9715 -2.3698
C 0.7250 -0.2952 -1.3733
C 1.2373 1.0051 -1.6743
C 1.8621 1.7358 -0.7145
C 2.0319 1.2592 0.6354
C 1.5442 0.0785 0.9700
C 0.9184 -0.6361 -0.0353
H -2.2792 -0.1424 1.6022
H -3.9890 -0.3343 0.9994
H -2.9109 -1.8617 1.3839
H 0.2569 -0.6798 -3.4372
H 1.0526 1.4503 -2.6565
H 2.1851 2.7075 -0.8475
H 2.5703 1.9838 1.2529
H 1.5865 -0.2335 1.9562
H 0.4661 -1.6498 0.3769
*
```

Results
**E_HOMO (alpha / beta)**: -8.7 / -8.7 eV
**Energy relative to the best compared isomer or geometry (same formula, charge and spin)**: 1.1431 eV

---

# 2
The following is a quantum chemistry calculation of 6 unconnected molecules or ions with the total composition C12H24O24S6 in a non-equilibrium geometry, from the Open Molecules 2025 dataset.

```
! RIJCOSX wB97M-V def2-TZVPD def2/J DEFGRID3
* xyz 0 1
O -3.9673 -3.4536 2.1620
S -2.9935 -3.4093 3.2280
O -3.2891 -3.9731 4.5154
O -1.5316 -4.0098 2.5860
C -0.8948 -2.9770 1.8421
C -1.0189 -1.7788 2.7474
O -2.3737 -1.8831 3.2941
H 0.1313 -3.2866 1.6440
H -1.4426 -2.7679 0.9232
H -0.7938 -0.8084 2.3049
H -0.4302 -1.7551 3.6644
O -1.5726 3.2154 -4.4328
S -1.4790 3.9590 -3.2030
O -2.6650 4.1338 -2.3508
O -0.1948 3.2878 -2.3950
C 1.0459 3.5967 -3.0352
C 0.8482 5.0761 -3.3869
O -0.5795 5.3448 -3.3263
H 1.8870 3.5225 -2.3459
H 1.3061 2.9103 -3.8410
H 1.1554 5.3166 -4.4047
H 1.4074 5.7029 -2.6924
O 2.1570 2.2039 6.8803
S 1.4194 3.1513 6.0761
O 0.2371 3.7902 6.5917
O 2.3846 4.4142 5.5732
C 3.2459 3.9210 4.6237
C 2.4259 2.9973 3.6781
O 1.3230 2.5620 4.4991
H 3.7841 4.7313 4.1319
H 4.1077 3.4129 5.0564
H 2.9817 2.1194 3.3487
H 2.0636 3.5223 2.7943
O 2.2597 0.0551 1.7070
S 1.8960 0.3362 0.3039
O 2.1712 1.6954 -0.1373
O 2.4998 -0.8041 -0.7597
C 1.6856 -0.9673 -1.8452
C 0.2656 -0.6850 -1.3392
O 0.3659 -0.1626 -0.0366
H 1.9370 -0.2952 -2.6657
H 1.8150 -1.9746 -2.2410
H -0.4752 -1.4804 -1.4200
H -0.1421 0.1084 -1.9656
O -1.3922 -4.9055 -3.3809
S -0.1424 -4.1539 -3.3813
O -0.2454 -2.7531 -3.8618
O 0.5293 -4.2125 -1.8781
C 1.8920 -4.7564 -1.8718
C 2.2835 -5.0829 -3.3141
O 1.1201 -5.0826 -4.1056
H 2.5603 -4.0679 -1.3546
H 1.7469 -5.6964 -1.3394
H 2.7367 -6.0484 -3.5388
H 2.9164 -4.3337 -3.7897
O -2.8598 -1.6187 -2.2946
S -3.7543 -0.8725 -1.4091
O -5.2001 -1.0873 -1.5608
O -3.2752 -0.9663 0.1812
C -3.2178 0.3176 0.7520
C -2.9841 1.3398 -0.4203
O -3.4751 0.6905 -1.5362
H -4.1609 0.5316 1.2547
H -2.4212 0.3368 1.4958
H -1.9584 1.6174 -0.6629
H -3.6618 2.1893 -0.3354
*
```

Results
**E_HOMO**: -11.1 eV
**Energy relative to the best compared isomer or geometry (same formula, charge and spin)**: 3.2524 eV

---

# 3
The following is a quantum chemistry calculation of a molecular structure, C59H52F3N2O7S2TeTl, from the Open Molecules 2025 dataset.

```
! RIJCOSX wB97M-V def2-TZVPD def2/J DEFGRID3
* xyz 0 1
Tl -0.6696 0.1183 -0.4678
O 1.6226 -1.1418 -4.8079
C 1.4312 -0.8577 -3.5136
O 0.8500 0.1186 -3.1303
C 2.0057 -1.8903 -2.5790
C 2.7960 -2.9370 -3.0314
C 3.2768 -3.8348 -2.0933
C 2.9627 -3.6464 -0.7595
C 2.1768 -2.5558 -0.4065
N 1.6984 -1.7080 -1.3035
C 1.7913 -2.2498 1.0308
O 2.5010 -2.8784 1.9856
O 0.8623 -1.5590 1.3213
H 1.2175 -0.4178 -5.3136
H 3.0170 -3.0319 -4.0849
H 3.8934 -4.6703 -2.3968
H 3.3070 -4.3585 -0.0208
H 3.3705 -3.1318 1.6539
C 4.1623 4.4069 6.5097
C 3.2990 3.8509 5.4087
C 3.4460 2.5438 4.9614
C 2.6398 2.0371 3.9493
C 1.6707 2.8417 3.3659
C 1.5004 4.1476 3.8165
C 2.3154 4.6440 4.8178
S 0.5569 2.1361 2.1775
O -2.3439 1.2863 0.9500
C 0.7087 3.2368 0.7846
C -0.5150 3.5884 0.1536
C -0.5219 4.4165 -0.9265
C 0.6870 4.9336 -1.4542
C 0.6990 5.8065 -2.5711
C 1.8739 6.2783 -3.0794
C 3.1003 5.8816 -2.4984
C 3.1178 5.0498 -1.4160
C 1.9085 4.5683 -0.8426
C 1.8986 3.7046 0.3021
C 3.1855 3.4042 0.9835
C 3.8495 4.4118 1.7554
C 3.3173 5.7164 1.9149
C 3.9330 6.6315 2.7192
C 5.1109 6.2921 3.4207
C 5.6487 5.0455 3.2844
C 5.0412 4.0805 2.4430
C 5.5854 2.7732 2.3136
C 4.9512 1.8290 1.5682
C 3.7475 2.1571 0.9097
S 2.9065 0.8047 0.0313
O 3.5001 -0.4521 0.5936
C 3.6819 1.0001 -1.5809
C 4.7356 0.1707 -1.9190
C 5.2776 0.2487 -3.1962
C 4.7735 1.1410 -4.1383
C 5.3409 1.2041 -5.5328
C 3.7102 1.9651 -3.7712
C 3.1540 1.8910 -2.5053
H 4.8995 3.6769 6.8445
H 3.5556 4.6953 7.3708
H 4.6935 5.2998 6.1710
H 4.2060 1.9080 5.4035
H 2.7688 1.0183 3.6001
H 0.7305 4.7719 3.3774
H 2.1840 5.6674 5.1550
H -1.4361 3.1689 0.5493
H -1.4621 4.6980 -1.3889
H -0.2487 6.0894 -3.0170
H 1.8717 6.9530 -3.9264
H 4.0332 6.2355 -2.9205
H 4.0635 4.7377 -0.9918
H 2.3992 5.9815 1.4064
H 3.5063 7.6197 2.8370
H 5.5773 7.0191 4.0741
H 6.5420 4.7649 3.8315
H 6.5109 2.5370 2.8272
H 5.3295 0.8173 1.4818
H 5.1123 -0.5340 -1.1869
H 6.1038 -0.4003 -3.4652
H 6.2185 0.5654 -5.6302
H 5.6305 2.2239 -5.7924
H 4.6021 0.8771 -6.2679
H 3.2922 2.6607 -4.4922
H 2.2970 2.4999 -2.2496
C -3.5040 1.8498 -4.8079
Te -1.5231 1.4740 -4.0787
C -2.1328 -0.5788 -4.0539
C -3.4516 -0.6589 -4.7806
C -4.0283 -1.8952 -5.0685
C -5.2400 -1.9721 -5.7330
C -5.8905 -0.8051 -6.1192
C -5.3220 0.4251 -5.8366
C -4.1036 0.5110 -5.1636
H -3.4728 2.5172 -5.6681
H -4.0954 2.3332 -4.0277
H -2.2252 -0.9156 -3.0186
H -1.3788 -1.1979 -4.5394
H -3.5177 -2.8039 -4.7679
H -5.6770 -2.9384 -5.9530
H -6.8388 -0.8557 -6.6392
H -5.8245 1.3375 -6.1384
F -4.1791 -4.4252 4.5573
C -4.8270 -3.9341 3.4848
F -5.4943 -4.9539 2.9227
F -5.7381 -3.0611 3.9439
C -3.8744 -3.2789 2.5238
C -3.6669 -3.7945 1.2581
C -2.7815 -3.1234 0.4290
N -2.1182 -2.0320 0.7918
C -2.3208 -1.5501 2.0198
C -3.1971 -2.1374 2.9161
H -4.1823 -4.6825 0.9228
H -2.6085 -3.4802 -0.5821
H -1.8011 -0.6356 2.2783
H -3.3570 -1.7007 3.8929
C -5.0030 0.3263 -1.3592
C -4.3775 1.1954 -0.2730
C -3.9758 2.5482 -0.8479
C -5.3216 1.3697 0.9096
O -3.2432 0.4443 0.1510
H -6.0047 0.6823 -1.6119
H -5.0722 -0.7076 -1.0111
H -4.3871 0.3469 -2.2633
H -4.8311 3.0079 -1.3536
H -3.1656 2.4101 -1.5678
H -3.6250 3.2126 -0.0603
H -6.2067 1.9484 0.6298
H -4.7940 1.8876 1.7118
H -5.6399 0.3915 1.2783
*
```

Results
**E_HOMO**: -6.9 eV

---

# 4
The following is a quantum chemistry calculation of 6 unconnected molecules or ions with the total composition C26H58N7O11P in a non-equilibrium geometry, from the Open Molecules 2025 dataset.

```
! RIJCOSX wB97M-V def2-TZVPD def2/J DEFGRID3
* xyz 0 1
H -5.8083 -1.5287 -1.4417
N -5.0951 -1.5063 -2.1875
C -4.0527 -0.8545 -1.7046
C -4.1338 -0.3512 -0.1907
C -2.7554 -0.6514 -2.6569
N -2.6213 -1.7688 -3.6351
O -1.8118 -1.4412 -4.7042
C -2.0369 -2.9621 -3.0391
O -2.3570 -3.4369 -1.9193
O -1.0254 -3.6483 -3.7627
C 0.2658 -3.5642 -3.0998
C 0.4847 -2.2373 -2.2458
C 2.0261 -2.0382 -1.7615
P 2.0971 -0.3622 -0.9190
O 0.6616 0.2162 -0.8536
O 2.7062 -0.3526 0.6596
C 2.8201 -1.6738 1.2482
C 1.4141 -2.3574 1.6222
O 3.0410 0.6586 -1.9346
C 2.2333 1.7578 -2.4424
C 3.1157 2.7806 -3.3349
H -5.1087 -0.6737 0.3292
H -3.9851 0.7690 -0.0577
H -3.2987 -0.8826 0.4021
H -2.9167 0.3557 -3.1934
H -1.7936 -0.5010 -2.0363
H -1.8152 -0.4782 -4.8772
H 0.4082 -4.5034 -2.4441
H 1.0534 -3.6054 -3.9416
H 0.2304 -1.3250 -2.8994
H -0.1290 -2.2038 -1.2740
H 2.3648 -2.9255 -1.1396
H 2.6852 -2.0444 -2.7079
H 3.4559 -2.3968 0.6355
H 3.3771 -1.5463 2.2481
H 1.6770 -3.4335 1.9438
H 0.8896 -1.8563 2.5001
H 0.7025 -2.4521 0.7399
H 1.7842 2.4017 -1.6023
H 1.4007 1.3868 -3.1377
H 3.5519 2.2773 -4.2582
H 2.4212 3.6394 -3.6413
H 3.9295 3.2331 -2.6645
C -5.9929 3.8368 -2.0601
N -4.5474 3.7360 -2.1007
C -3.7625 4.9503 -2.2142
C -3.9022 2.5346 -2.0359
O -2.6957 2.3779 -2.0635
H -6.3426 4.3152 -2.9787
H -6.2833 4.4434 -1.1990
H -6.4510 2.8508 -1.9735
H -3.1549 4.9010 -3.1211
H -3.0965 5.0297 -1.3516
H -4.4137 5.8238 -2.2560
H -4.5920 1.6798 -1.9511
C 0.2447 -6.5708 -5.1965
N 1.4556 -7.3152 -4.9088
C 1.6936 -8.5652 -5.6035
C 2.3774 -6.8779 -4.0064
O 3.4105 -7.4537 -3.7207
H -0.6201 -7.1957 -4.9603
H 0.2312 -6.3123 -6.2584
H 0.1962 -5.6563 -4.6050
H 1.7842 -9.3710 -4.8711
H 2.6305 -8.4928 -6.1612
H 0.8744 -8.7833 -6.2894
H 2.0999 -5.9202 -3.5366
C -1.4833 3.6642 1.8216
N -2.8838 3.6390 2.2104
C -3.2192 3.5598 3.6175
C -3.8891 3.6872 1.2974
O -5.0821 3.6698 1.5572
H -0.9994 2.7511 2.1778
H -0.9996 4.5355 2.2781
H -1.3806 3.7239 0.7363
H -3.8124 2.6592 3.7950
H -3.8171 4.4323 3.8937
H -2.3137 3.5284 4.2245
H -3.5277 3.7457 0.2593
C 2.1967 7.2984 5.3254
N 1.1515 6.4743 4.7523
C -0.1266 6.3867 5.4324
C 1.3303 5.7793 3.5958
O 0.4929 5.0708 3.0644
H 2.4340 6.9287 6.3260
H 1.8412 8.3297 5.3924
H 3.0975 7.2702 4.7110
H -0.3248 5.3435 5.6901
H -0.9146 6.7371 4.7615
H -0.1200 6.9932 6.3385
H 2.3338 5.9144 3.1614
C 6.0927 -3.8801 5.7908
N 4.8154 -3.2252 5.5926
C 4.4775 -2.0802 6.4161
C 3.9208 -3.6503 4.6571
O 2.8350 -3.1448 4.4423
H 6.1505 -4.2451 6.8193
H 6.8946 -3.1588 5.6143
H 6.2111 -4.7208 5.1061
H 3.5613 -2.2955 6.9709
H 4.3013 -1.2150 5.7724
H 5.2857 -1.8595 7.1141
H 4.2750 -4.5249 4.0873
*
```

Results
**E_HOMO**: -8.6 eV

---

# 5
The following is a quantum chemistry calculation of a single C4H5Cl molecule in a non-equilibrium geometry, from the Open Molecules 2025 dataset.

```
! RIJCOSX wB97M-V def2-TZVPD def2/J DEFGRID3
* xyz 0 3
C -1.2776 -0.0971 0.6680
C -0.1711 -0.2462 0.0074
C -0.8952 1.1120 -0.2296
C 1.1739 -0.9221 -0.1914
Cl 2.5073 0.2640 0.0483
H -2.0331 -0.3856 1.2278
H -1.5605 1.3645 -1.1950
H -0.3898 1.9280 0.3623
H 1.1715 -1.2714 -1.2895
H 1.4746 -1.7459 0.5918
*
```

Results
**E_HOMO (alpha / beta)**: -5.5 / -10.5 eV
**Energy relative to the best compared isomer or geometry (same formula, charge and spin)**: 2.7953 eV

---

# 6
The following is a quantum chemistry calculation of 2 unconnected molecules or ions with the total composition C6H11N in a non-equilibrium geometry, from the Open Molecules 2025 dataset.

```
! RIJCOSX wB97M-V def2-TZVPD def2/J DEFGRID3
* xyz 0 1
C -0.3788 -1.0484 1.1074
C -0.0440 0.0238 0.3986
C 0.2535 0.0850 -1.0702
C -0.3208 -1.0627 -1.8800
C 0.1051 1.3580 1.0930
C -1.2477 1.8378 0.7893
N -2.3232 2.0836 0.4439
H -0.4241 -0.9924 2.1936
H -0.5826 -2.0070 0.6495
H -0.0719 1.0481 -1.4890
H 1.3535 0.0935 -1.1301
H 0.0344 -2.0231 -1.4940
H -0.0151 -0.9846 -2.9261
H -1.4147 -1.0558 -1.8346
H 0.8602 2.0273 0.6546
H 0.2787 1.2856 2.1730
H 2.2769 -0.0623 1.1926
H 1.8092 -0.6422 1.1869
*
```

Results
**E_HOMO**: -9.7 eV
**Energy relative to the best compared isomer or geometry (same formula, charge and spin)**: 2.2962 eV